Entry 1:
124
Properties=species:S:1:pos:R:3:lowdin_charge:R:1 method="wB97M-V/def2-TZVPD" e_homo_ha=-0.4206 e_lumo_ev=-1.7 orbital_gap_ev=9.8 largest_force_ev_per_a=17.04 relative_energy_kcal_mol=33.1 total_charge=+1
N 0.119 0.704 -0.886 0.283
H -0.318 0.890 -1.812 0.102
H 0.775 1.542 -0.743 0.156
H 0.553 -0.135 -1.202 0.042
H -0.786 0.526 -0.332 0.125
C 3.012 1.381 -5.106 0.005
C 3.773 0.449 -4.062 -0.402
C 3.233 0.460 -2.686 -0.220
O 3.311 1.800 -2.109 -0.194
C 4.660 2.122 -1.792 -0.104
N 3.502 -0.866 -4.649 0.050
H 3.535 1.339 -6.114 0.126
H 2.708 2.231 -4.536 0.075
H 2.056 1.200 -5.094 -0.032
H 4.797 0.678 -4.031 0.095
H 3.743 -0.327 -2.225 0.073
H 2.312 -0.029 -2.778 0.069
H 5.483 2.007 -2.767 0.151
H 5.039 1.290 -1.078 0.111
H 4.647 3.148 -1.521 0.064
H 4.013 -1.654 -4.046 0.146
H 3.846 -0.974 -5.481 -0.007
C -1.122 -2.631 -1.344 -0.045
C -1.295 -3.058 0.124 -0.398
C -0.543 -4.289 0.531 -0.300
O -0.885 -4.653 1.790 -0.149
C -0.348 -5.996 2.227 -0.002
N -0.763 -2.002 0.970 0.066
H -1.911 -1.919 -1.684 0.083
H -1.395 -3.249 -2.094 0.047
H -0.202 -2.224 -1.584 0.033
H -2.292 -3.218 0.063 0.107
H 0.544 -4.364 0.102 0.150
H -0.930 -4.968 -0.235 0.122
H 0.721 -5.954 2.040 0.077
H -0.728 -6.740 1.637 0.047
H -0.416 -6.392 3.269 0.107
H 0.039 -2.236 1.360 -0.041
H -1.386 -2.240 1.934 0.183
C -0.392 -0.118 -6.136 -0.055
C -0.486 0.296 -4.722 -0.441
C -1.951 0.286 -4.185 -0.105
O -2.673 1.424 -4.898 -0.185
C -4.047 1.498 -4.579 -0.123
N 0.220 -0.646 -3.917 0.118
H -1.097 -0.813 -6.358 0.047
H 0.567 -0.422 -6.252 0.037
H -0.598 0.758 -6.903 0.142
H -0.108 1.300 -4.796 0.126
H -2.041 0.326 -3.152 0.046
H -2.346 -0.832 -4.498 0.181
H -4.156 1.772 -3.382 0.115
H -4.609 0.490 -4.658 0.089
H -4.561 2.237 -5.148 0.068
H 1.223 -0.753 -4.160 0.082
H -0.163 -1.343 -3.716 -0.086
C 2.031 4.549 1.553 -0.082
C 0.855 3.948 2.244 -0.350
C -0.026 4.944 2.955 -0.179
O -1.254 4.333 3.411 -0.173
C -2.102 5.007 4.135 -0.183
N -0.124 3.146 1.282 0.110
H 2.809 5.152 2.152 0.126
H 1.881 5.350 0.908 0.048
H 2.622 3.921 0.922 0.063
H 1.313 3.323 3.124 0.152
H -0.242 5.917 2.169 0.197
H 0.717 5.321 3.628 0.113
H -2.594 5.944 3.803 0.113
H -1.598 5.131 5.031 0.079
H -2.967 4.451 4.315 0.075
H -0.408 3.732 0.630 0.010
H -0.965 3.197 1.630 -0.029
C 1.598 0.742 4.832 -0.028
C 0.407 0.100 4.086 -0.414
C -0.913 0.559 4.561 -0.191
O -1.114 0.284 6.001 -0.152
C -2.362 1.000 6.430 -0.038
N 0.631 0.159 2.651 0.096
H 1.645 0.772 6.036 0.155
H 1.608 1.671 4.615 -0.035
H 2.492 0.466 4.349 0.063
H 0.516 -1.101 4.220 0.179
H -1.673 -0.025 3.966 0.133
H -0.984 1.527 4.317 0.074
H -2.524 0.932 7.440 0.054
H -3.156 0.568 5.951 0.052
H -2.340 2.096 6.320 0.092
H 0.680 1.126 2.509 0.034
H -0.150 -0.049 2.300 -0.061
C 4.047 -2.664 -0.607 -0.036
C 2.967 -2.562 0.427 -0.445
C 3.517 -2.906 1.863 -0.196
O 4.049 -4.170 1.975 -0.115
C 4.129 -4.557 3.190 -0.215
N 2.234 -1.297 0.413 0.049
H 3.619 -2.345 -1.634 0.101
H 4.456 -3.543 -0.405 0.031
H 4.731 -1.900 -0.283 0.078
H 2.219 -3.423 0.306 0.123
H 2.519 -2.696 2.532 0.175
H 4.324 -2.164 1.968 0.132
H 4.725 -5.313 3.271 0.039
H 3.211 -4.813 3.746 0.112
H 4.677 -3.885 3.851 0.108
H 2.778 -0.666 0.873 0.020
H 1.401 -1.107 1.088 0.053
C -3.531 0.848 1.503 -0.033
C -3.692 0.339 0.062 -0.447
C -5.112 -0.001 -0.526 -0.214
O -4.903 -0.399 -1.850 -0.228
C -6.192 -0.660 -2.562 0.000
N -3.151 1.255 -0.799 -0.019
H -4.378 1.556 1.754 0.111
H -2.733 1.172 1.817 -0.063
H -3.705 0.072 2.313 0.101
H -2.990 -0.690 -0.094 0.165
H -5.808 0.804 -0.320 0.134
H -5.483 -0.781 0.032 0.096
H -5.771 -0.934 -3.547 0.087
H -6.625 0.265 -2.748 0.073
H -6.718 -1.428 -2.137 0.065
H -3.348 2.353 -0.887 0.166
H -3.654 0.939 -1.653 0.027



Entry 2:
69
Properties=species:S:1:pos:R:3:mulliken_spin:R:1 method="wB97M-V/def2-TZVPD" e_homo_ha="-0.5079 / -0.5186" e_lumo_ev="-5.6 / -7.6" orbital_gap_ev="8.2 / 6.5" s2=6.015 largest_force_ev_per_a=3.95 multiplicity=5 relative_energy_kcal_mol=78.1 total_charge=+2
Ru -0.032 -0.076 -0.071 3.257
C -0.939 0.957 -3.572 0.014
C 0.109 0.216 -2.792 0.040
C -0.018 -1.164 -2.576 0.065
C 0.964 -1.874 -1.887 0.018
C 2.092 -1.213 -1.393 0.095
C 2.227 0.167 -1.594 0.050
C 1.249 0.871 -2.300 0.018
H -1.101 1.957 -3.170 0.001
H -1.892 0.431 -3.551 0.000
H -0.631 1.056 -4.614 0.003
H -0.890 -1.680 -2.959 -0.009
H 0.859 -2.943 -1.747 0.005
H 2.856 -1.764 -0.860 -0.005
H 3.094 0.685 -1.204 -0.002
H 1.377 1.930 -2.488 0.004
C 1.548 -0.733 2.126 0.068
C 1.020 -2.199 2.143 0.004
P -0.392 -2.388 0.945 -0.010
C -1.955 -2.108 1.848 -0.023
C -2.926 -1.283 1.292 0.048
C -4.125 -1.057 1.952 0.008
C -4.361 -1.664 3.177 0.001
C -3.402 -2.502 3.733 0.004
C -2.206 -2.727 3.070 -0.010
C -0.568 -4.163 0.647 0.033
C -1.675 -4.580 -0.096 0.006
C -1.899 -5.926 -0.319 -0.001
C -1.012 -6.871 0.186 0.006
C 0.097 -6.462 0.908 -0.001
C 0.325 -5.112 1.137 0.010
P 0.089 0.339 2.601 0.128
C 0.365 0.711 4.346 0.061
C -0.587 0.300 5.276 0.006
C -0.400 0.574 6.624 0.003
C 0.732 1.257 7.039 -0.002
C 1.683 1.673 6.111 0.005
C 1.502 1.402 4.767 0.000
C 0.249 2.083 1.830 -0.026
C -0.768 3.098 2.139 0.001
C -0.691 4.312 1.576 0.009
C 0.396 4.730 0.673 0.005
C 1.405 3.918 0.341 0.004
C 1.379 2.551 0.888 0.019
H 1.934 -0.533 1.117 -0.031
H 2.390 -0.604 2.808 0.015
H 0.738 -2.530 3.143 0.001
H 1.852 -2.823 1.813 0.000
H -2.752 -0.799 0.334 -0.006
H -4.870 -0.408 1.512 0.001
H -5.295 -1.490 3.695 0.000
H -3.590 -2.985 4.683 0.000
H -1.473 -3.393 3.511 -0.001
H -2.381 -3.855 -0.485 0.004
H -2.768 -6.240 -0.880 0.000
H -1.190 -7.924 0.017 0.000
H 0.789 -7.194 1.302 0.000
H 1.195 -4.830 1.714 0.000
H -1.477 -0.227 4.951 -0.002
H -1.140 0.258 7.345 0.000
H 0.876 1.473 8.089 0.000
H 2.561 2.212 6.437 0.000
H 2.244 1.740 4.052 0.001
H -1.573 2.856 2.821 0.000
H -1.461 5.037 1.805 0.000
H 0.365 5.737 0.277 0.000
H 2.208 4.231 -0.311 0.001
H 2.231 1.916 0.657 0.000
O 0.270 1.816 0.349 0.105



Entry 3:
19
Properties=species:S:1:pos:R:3:lowdin_charge:R:1 method="wB97M-V/def2-TZVPD" e_homo_ha="-0.2850 / -0.2850" e_lumo_ev="0.2 / 0.2" orbital_gap_ev="7.9 / 7.9" largest_force_ev_per_a=2.33 relative_energy_kcal_mol=122.4 total_charge=0
C 0.213 0.897 -0.752 -0.209
C -1.255 -0.679 -0.128 -0.199
C -0.481 2.163 -0.406 -0.051
N 1.241 0.433 0.007 0.028
C 0.741 -0.988 0.324 -0.582
N 1.105 -1.951 -0.632 0.095
O -1.750 -0.294 1.107 -0.116
N 0.682 -1.286 1.600 0.081
H -1.132 -0.733 1.744 0.063
H 1.348 0.962 0.867 0.110
H 0.203 0.541 -1.775 0.116
H 2.021 -2.337 -0.429 0.092
H 1.046 -1.641 -1.593 0.079
H 1.179 -0.616 2.181 0.043
H -1.355 -1.748 -0.337 0.096
H -1.830 -0.167 -0.903 0.086
H -1.149 2.498 -1.198 0.085
H -1.068 1.992 0.507 0.090
H 0.243 2.954 -0.184 0.092



Entry 4:
73
Properties=species:S:1:pos:R:3:mulliken_spin:R:1 method="wB97M-V/def2-TZVPD" e_homo_ha="-0.2346 / -0.2927" e_lumo_ev="0.4 / -1.4" orbital_gap_ev="6.8 / 6.5" s2=6.030 largest_force_ev_per_a=0.56 multiplicity=5 relative_energy_kcal_mol=34.2 total_charge=0
Rh -0.063 0.063 -0.041 2.121
O -1.152 6.482 0.499 0.000
C -1.410 5.249 -0.005 0.000
O -2.268 5.093 -0.818 0.000
C -0.536 4.156 0.496 -0.002
C 0.838 4.166 0.639 0.019
N 1.208 2.918 0.957 0.018
N 0.161 2.087 1.025 0.015
C -0.901 2.816 0.727 0.007
C -2.239 2.127 0.666 -0.008
O -3.237 2.687 1.064 0.015
O -2.161 0.929 0.168 0.043
H -0.514 6.418 1.220 0.000
H 1.565 4.952 0.507 0.000
H 2.137 2.533 1.021 -0.001
O -1.491 -3.210 0.819 0.020
C -1.954 -2.370 0.061 -0.011
O -1.405 -1.813 -0.959 -0.008
C -3.373 -1.846 0.380 0.015
N -3.736 -0.842 -0.682 -0.004
C -5.051 -1.214 -1.258 -0.001
C -5.034 -2.732 -1.130 0.000
C -4.456 -2.929 0.275 0.002
H -3.344 -1.370 1.356 0.000
H -2.958 -0.993 -1.360 0.001
H -3.534 0.120 -0.339 0.001
H -5.135 -0.840 -2.275 0.000
H -5.841 -0.773 -0.651 0.000
H -4.360 -3.154 -1.879 0.001
H -6.019 -3.175 -1.261 0.000
H -4.034 -3.915 0.453 0.000
H -5.237 -2.752 1.017 0.000
C 2.685 -6.376 0.048 0.062
Si 1.302 -5.142 0.351 0.606
C 1.016 -5.021 2.197 0.091
C -0.244 -5.774 -0.490 0.089
Sb 1.673 -2.074 -0.154 -0.016
Si 1.850 -2.735 -2.691 0.096
C 3.241 -3.969 -2.897 0.034
C 0.246 -3.496 -3.249 0.006
C 2.184 -1.264 -3.778 0.005
Si 3.861 -2.002 1.251 0.102
C 5.069 -3.363 0.815 0.022
C 3.229 -2.221 3.002 0.007
C 4.729 -0.356 1.164 0.004
H 2.413 -7.316 0.544 0.021
H 3.638 -6.043 0.463 -0.015
H 2.837 -6.590 -1.011 -0.011
H 0.339 -5.825 2.503 0.020
H 0.545 -4.074 2.467 -0.002
H 1.949 -5.130 2.754 -0.003
H -0.690 -6.542 0.151 0.017
H -0.027 -6.223 -1.461 -0.003
H -0.977 -4.977 -0.621 -0.022
H 2.958 -4.950 -2.513 -0.012
H 4.154 -3.654 -2.386 -0.006
H 3.468 -4.076 -3.964 0.003
H 0.059 -4.458 -2.774 -0.005
H 0.284 -3.643 -4.333 0.001
H -0.589 -2.837 -3.008 -0.001
H 3.164 -0.826 -3.582 0.001
H 1.439 -0.484 -3.623 -0.002
H 2.144 -1.587 -4.824 0.001
H 4.664 -4.341 1.080 -0.002
H 6.000 -3.219 1.373 0.001
H 5.311 -3.372 -0.250 -0.001
H 3.039 -3.269 3.235 -0.001
H 2.292 -1.676 3.141 -0.004
H 3.955 -1.835 3.725 0.000
H 4.989 -0.076 0.142 -0.001
H 5.644 -0.410 1.763 0.002
H 4.092 0.430 1.573 -0.004
S 2.101 0.275 -0.864 0.675



Entry 5:
14
Properties=species:S:1:pos:R:3:lowdin_charge:R:1 method="wB97M-V/def2-TZVPD" e_homo_ha=-0.3307 e_lumo_ev=0.7 orbital_gap_ev=9.7 largest_force_ev_per_a=2.59 smiles="[H]/N=C/N.CSS" relative_energy_kcal_mol=19.2 total_charge=0
H -0.070 -3.237 -2.345 0.034
N 0.769 -2.749 -2.057 0.060
C 1.610 -3.522 -1.536 -0.420
N 2.945 -3.293 -1.353 0.059
H 1.323 -4.481 -1.047 0.114
H 3.546 -2.929 -2.062 0.079
H 3.581 -3.648 -0.663 0.081
C -1.374 0.994 -0.624 -0.485
S -1.176 2.499 0.406 0.342
S -0.732 1.670 2.252 0.286
H -2.150 1.223 -1.347 0.019
H -1.730 0.212 0.043 0.007
H -0.493 0.543 -1.087 0.032
H 0.600 1.699 2.129 -0.208



Entry 6:
19
Properties=species:S:1:pos:R:3:lowdin_charge:R:1 method="wB97M-V/def2-TZVPD" e_homo_ha=-0.3205 e_lumo_ev=0.5 orbital_gap_ev=9.2 largest_force_ev_per_a=5.57 relative_energy_kcal_mol=24.6 total_charge=0
C 0.546 0.870 -2.255 -0.371
C -1.191 -1.142 0.567 -0.160
C -0.370 -0.282 1.640 -0.190
C -0.526 -0.775 -0.738 -0.236
C 0.980 0.090 1.131 -0.257
C -0.260 0.667 -0.976 -0.501
C 0.816 1.117 -0.030 -0.440
P 2.073 0.968 -1.544 0.951
H 0.176 0.739 -3.347 0.080
H -1.257 -2.182 0.846 0.102
H -2.188 -0.840 0.576 0.078
H -0.882 0.627 1.873 0.096
H -0.324 -0.796 2.649 0.121
H 0.492 -1.315 -0.921 0.133
H -1.137 -1.298 -1.610 0.149
H 1.676 0.723 1.901 0.148
H 1.815 -0.619 1.008 0.098
H -1.101 1.324 -0.950 0.128
H 0.663 2.122 0.181 0.074